#a
C4H13N2 | wB97M-V/def2-TZVPD

Positions of all 19 atoms, in Å:
N1 -0.52 -0.12 1.50
N2 0.18 0.75 -1.02
C1 -0.26 -0.12 -2.05
C2 0.46 -0.43 2.27
C3 1.68 1.10 -1.01
C4 -1.73 -0.96 1.59
H1 2.01 1.40 -2.01
H2 -0.10 0.49 -0.03
H3 -1.29 -0.49 -1.94
H4 0.47 -0.96 -2.07
H5 -2.04 -1.22 0.61
H6 -0.12 0.33 -3.06
H7 -2.52 -0.41 2.13
H8 0.37 -1.22 3.00
H9 2.10 0.17 -0.67
H10 1.38 0.11 2.13
H11 -0.37 1.60 -1.21
H12 -1.46 -1.89 2.09
H13 1.78 1.86 -0.25

Spin multiplicity: 2
HOMO energy (alpha / beta): -2.91 / -8.05 eV
M: 89.2 g mol⁻¹

=====

#b
C4H13N2 | wB97M-V/def2-TZVPD

Positions of all 19 atoms, in Å:
N1 -1.72 1.42 0.38
N2 -1.87 -2.17 -0.97
C1 1.10 0.73 -0.37
C2 0.21 -0.14 0.47
C3 2.62 0.42 -0.38
C4 -0.84 0.54 1.29
H1 -1.54 -2.71 -1.77
H2 1.00 1.78 -0.07
H3 -2.04 -2.85 -0.23
H4 -1.66 1.07 -0.56
H5 2.83 -0.64 -0.52
H6 0.79 -0.80 1.13
H7 -0.41 1.22 2.03
H8 -2.65 1.39 0.74
H9 3.05 0.97 -1.23
H10 -1.11 -1.58 -0.62
H11 -1.64 -0.15 1.59
H12 0.80 0.70 -1.43
H13 3.09 0.82 0.51

Spin multiplicity: 2
HOMO energy (alpha / beta): -8.45 / -9.02 eV
M: 89.2 g mol⁻¹

=====

Going by the energies, #b is most stable and the next is 209.8 kJ/mol up.